No. 1
11
Properties=species:S:1:pos:R:3:forces:R:3 method="wB97M-V/def2-TZVPD" homo_ha=-0.1527 relative_energy_kcal_mol=15.3 total_charge=-1 homo_lumo_gap_ev=7.50
H -1.2182 -1.2384 -1.2350 0.826 2.096 0.054
C -0.4994 -0.2965 -1.1689 -0.910 -1.783 1.107
H -0.5435 0.8928 2.0066 -0.134 -0.207 -0.298
C -0.9939 0.6218 1.0430 5.270 -3.042 -1.714
H -1.0481 0.6843 -1.2821 0.522 -1.252 -1.352
S 1.8090 0.1351 0.5943 1.182 0.049 -0.417
S -2.4357 1.0899 0.5650 -1.872 0.601 -0.151
O 2.4297 -0.3236 -0.6785 -0.738 0.232 0.491
H 0.3574 -0.6234 -1.7647 -0.064 0.881 -0.283
O 2.1677 -0.7494 1.7158 -0.717 0.052 -0.165
N -0.0249 -0.1925 0.2044 -3.364 2.372 2.727


No. 2
74
Properties=species:S:1:pos:R:3:forces:R:3 method="wB97M-V/def2-TZVPD" homo_ha="-0.3281 / -0.3072" spin_multiplicity=5 total_charge=0 homo_lumo_gap_ev="7.05 / 3.66"
H 0.1268 1.0868 0.5569 -0.327 -0.084 -0.407
H -1.0093 -1.7832 -3.2790 -0.184 0.053 -0.024
C 0.0847 2.1727 4.6992 0.340 -1.530 0.103
C 1.8590 1.4176 2.9202 -0.787 -1.473 0.275
C 3.2906 0.6825 -3.2335 0.634 0.232 0.291
C -1.1398 0.7267 2.1918 -0.924 -0.005 0.589
C 2.3049 -3.6022 -2.3906 0.260 -0.123 -1.703
H -1.5590 -0.7761 3.6878 -0.362 0.361 0.542
B -0.4956 0.5055 8.2427 0.628 -0.155 0.340
C -2.1929 1.9480 -3.0489 0.314 1.067 0.634
C -1.2443 0.2667 3.6208 0.741 -1.790 -3.220
H -0.0786 -0.6149 0.8043 0.465 0.374 0.681
H -2.1087 4.5180 -0.9877 -0.319 0.269 0.229
F -1.5024 -0.0606 7.3498 0.714 0.534 0.390
N 2.0785 -2.2845 -2.8122 0.101 -0.982 0.250
C 4.8660 1.1745 -1.6736 -0.815 -0.759 0.224
C -0.6931 0.8796 4.6927 0.766 1.879 2.173
H -2.0991 4.0233 -3.6788 -0.126 0.124 0.173
H -0.8718 0.4094 5.6713 0.024 0.277 -0.070
C -4.0881 -2.1613 -2.0989 -0.648 0.328 -0.382
C 2.7617 -4.3465 -3.4852 -0.507 0.773 0.787
H -3.5684 -2.8836 -1.4727 -0.233 0.361 0.029
H 0.8709 -0.4995 -4.0725 0.041 0.404 0.656
H 1.6192 3.2751 3.7580 -0.010 0.613 0.085
N -2.2099 1.3275 -1.7868 0.115 -0.286 -0.231
N 2.9319 0.0647 -2.0353 -0.684 0.056 0.841
C -5.4245 -1.1272 -3.6005 1.064 0.368 0.496
H -2.4333 2.0921 0.2620 0.234 0.100 -0.738
F 0.0717 -0.5207 9.0154 -0.397 0.411 -0.473
H 2.3716 -1.2866 -4.7335 0.166 -0.344 0.193
F 0.5781 1.0973 7.4324 -0.967 -0.424 0.181
C 0.9365 2.4944 3.4636 0.001 -0.391 -0.035
H 5.7500 1.5918 -1.2255 0.010 -0.075 0.199
H -2.1732 1.4149 -4.0023 0.012 0.306 0.750
P 1.4972 -1.0033 -1.7396 2.646 0.410 -2.729
C 2.8589 -3.4536 -4.6042 -0.563 0.725 0.972
H 2.9394 -5.4183 -3.5055 0.078 0.355 0.139
H 0.5553 -1.1889 4.3991 -0.462 0.229 -0.142
C 3.9028 0.3729 -1.0671 0.076 0.555 -1.201
C -5.2690 -2.3088 -2.8204 1.252 0.767 0.262
C -4.3357 -0.2993 -3.3414 -0.762 -0.996 0.505
H -4.1365 0.6520 -3.7821 0.108 0.307 0.199
H 0.2912 2.8839 2.6863 0.139 0.193 -0.290
H 2.7816 1.3033 3.5223 -0.166 0.204 -1.095
F -1.0479 1.5045 9.0489 0.018 -0.380 -0.541
H -5.9352 -3.1435 -2.8113 -0.093 -0.347 0.084
H 3.7839 0.0098 -0.0537 0.182 0.090 -0.239
C 1.5093 0.5125 1.9758 0.054 0.075 -0.025
H -1.4240 -0.1847 -3.9499 -0.178 -0.627 0.313
H 0.5406 -2.9282 4.7665 -0.279 0.171 -0.409
C -2.1835 3.3184 -2.8665 0.186 -1.224 0.385
C 0.4812 -0.2461 -3.0763 -0.693 0.518 0.378
C 4.4888 1.3468 -3.0367 -1.050 -0.741 0.408
C 0.1151 0.3404 1.3577 0.362 0.844 -0.095
P -1.9286 -0.4198 -1.5733 -3.076 1.314 -1.842
H 2.0962 -3.8881 -1.3725 0.040 -0.041 -0.014
H -0.5865 2.9978 4.9215 -0.530 0.176 0.001
H 0.4853 0.8377 -2.9193 0.176 -0.005 -0.148
C 0.8522 -2.1718 4.0329 0.674 -0.713 -1.230
C -2.2200 3.5626 -1.4553 -0.053 -1.302 0.165
H -1.2342 1.8065 2.1545 -0.049 0.141 0.057
C 2.4472 -2.2004 -4.1618 0.058 -1.226 -0.035
N -3.5391 -0.8977 -2.3564 0.646 -0.984 0.341
H 3.1494 -3.7084 -5.6206 -0.017 0.146 0.364
H 5.0389 1.8578 -3.7967 0.126 0.276 -0.193
Fe 0.3846 -2.6685 1.7357 0.420 0.656 2.179
H 2.2500 -0.0868 1.4079 -0.258 0.109 1.106
H 2.7010 0.6108 -4.1502 0.323 0.060 0.668
H 1.9516 -2.1100 4.1361 -0.270 -0.206 -0.432
C -2.2979 2.3345 -0.7986 0.504 0.368 -1.218
H -6.2487 -0.8842 -4.2556 0.149 -0.037 -0.011
H -2.0312 0.3095 1.6984 0.302 0.084 -0.151
C -0.9720 -0.7020 -3.0962 0.517 -0.303 -0.316
H 0.6783 2.1286 5.6164 0.114 -0.112 0.000


no.,energy (Ha),molar mass (g mol⁻¹)
1,-1080.2381,138.2
2,-3639.4535,620.2